Density functional theory data (the ωB97M-V functional and the def2-TZVPD basis) for C15H14FN2O7P2Zn as an isolated structure.

Last column: Löwdin charge in e.
Atoms and positions in Å:
Zn1 0.982948 -0.513069 0.835405  0.72
O1 -1.908895 -1.000514 3.110806  -0.15
P1 -0.416705 -1.538213 3.451644  0.19
O2 -0.260652 -1.789080 4.889904  -0.29
O3 0.487168 -0.557959 2.729736  -0.35
O4 -0.342169 -2.950238 2.661833  -0.26
P2 -0.447672 -3.364746 1.105656  0.20
O5 -2.023585 -3.195574 0.779544  -0.14
O6 -0.039548 -4.767433 0.939345  -0.29
O7 0.236277 -2.269961 0.303751  -0.37
H1 -2.537588 -1.403553 3.718687  0.07
H2 -2.418695 -4.073902 0.785280  0.07
N1 -0.213997 -0.783810 -2.090638  0.15
C1 -0.561858 0.511255 -2.260550  -0.25
C2 -0.598804 1.095443 -3.517376  -0.04
C3 -1.025882 2.415453 -3.705634  -0.10
C4 -1.443781 3.183084 -2.654279  -0.07
C5 -1.396399 2.639284 -1.350794  -0.17
C6 -1.812362 3.375413 -0.216931  -0.02
C7 -1.724612 2.821665 1.022663  -0.04
C8 -1.168594 1.533544 1.152523  -0.11
N2 -0.770299 0.817409 0.127744  0.10
C9 -0.915649 1.327610 -1.131424  -0.15
H3 -0.285776 -1.278442 -1.208841  0.04
H4 0.105581 -1.310068 -2.881675  0.11
H5 -0.310217 0.499404 -4.375127  0.10
H6 -1.039079 2.819381 -4.710782  0.10
H7 -1.801752 4.194893 -2.795460  0.10
H8 -2.197566 4.378801 -0.359318  0.11
H9 -2.039269 3.353236 1.910192  0.10
H10 -1.025893 1.093481 2.130888  0.09
F1 5.572298 2.193037 -2.219676  0.02
C10 4.566746 1.592360 -1.523270  -0.30
C11 3.519812 2.361604 -1.065381  -0.03
C12 2.502488 1.730929 -0.354991  -0.14
C13 2.501340 0.356864 -0.091018  -0.21
C14 3.593030 -0.364520 -0.586203  -0.13
C15 4.628075 0.234146 -1.299014  -0.04
H11 3.504971 3.425698 -1.264940  0.11
H12 1.681371 2.349946 -0.004456  0.08
H13 3.650458 -1.435658 -0.424185  0.09
H14 5.467432 -0.335401 -1.677739  0.11

Cartesian forces, eV/Å:
-0.063 0.028 -0.002
-0.004 0.001 -0.004
0.007 -0.066 -0.072
0.010 0.014 0.009
0.026 0.028 -0.005
-0.043 -0.003 0.018
0.052 0.026 0.065
-0.027 -0.003 -0.006
-0.017 -0.008 -0.013
0.005 -0.014 -0.018
0.004 -0.005 0.000
0.013 -0.001 0.002
-0.030 -0.036 0.026
-0.003 0.029 -0.011
0.001 -0.013 0.014
0.004 0.005 -0.003
-0.005 0.006 -0.002
0.025 -0.043 -0.004
-0.003 -0.003 0.004
-0.013 0.023 0.002
0.005 -0.007 0.028
0.029 0.020 -0.007
-0.003 0.032 -0.028
0.026 -0.001 0.000
0.005 0.004 -0.001
0.003 -0.005 0.001
-0.003 0.005 0.002
-0.001 0.001 -0.001
0.001 0.001 0.006
-0.001 0.006 -0.005
0.003 -0.025 -0.007
-0.004 -0.003 -0.005
-0.010 -0.004 0.014
0.001 0.014 -0.004
0.019 -0.005 -0.009
-0.033 -0.011 0.033
0.036 0.018 -0.030
0.006 0.001 -0.003
0.003 0.001 -0.001
-0.005 -0.001 0.004
-0.015 -0.005 0.012
0.002 -0.002 0.001

Its lowest unoccupied orbital energy is 2.424 eV. For the orbital gap, the calculation gives 0.2866 Eh. As for the charge: -1. The calculation puts the energy above the lowest of the compared OMol25 structures with the same formula, charge and spin at 2.81 kcal per mole. The value obtained for the molar mass is 480.620 g mol⁻¹. The spin multiplicity is 1.

=====

Density functional theory data (the ωB97M-V functional and the def2-TZVPD basis) for an isolated molecule of C15H14FN3O6 in a non-equilibrium geometry.

Last column: Löwdin charge in e.
Atoms and positions in Å:
O1 2.508675 2.002313 5.395320  0.11
O2 0.699183 -0.663025 2.615591  0.11
O3 -0.173082 -0.314112 -2.984737  0.11
O4 2.197276 2.989984 -1.254799  0.05
F1 3.885804 3.499956 3.375762  0.06
O5 -2.375324 0.074398 -2.544624  0.04
O6 0.576732 1.504894 -0.259904  0.01
C1 2.279972 1.806646 4.231239  -0.38
C2 1.271886 0.369449 2.750661  -0.55
C3 -1.080732 0.421138 -2.696263  -0.55
C4 1.184851 2.239601 -1.309743  -0.30
C5 2.871153 2.608176 3.132362  -0.14
C6 2.630723 2.207258 1.842791  0.09
C7 -1.388382 -3.512094 0.885462  -0.11
C8 -0.992330 -3.761743 -0.400158  -0.13
C9 -2.218534 -2.426991 1.125699  -0.06
C10 -1.460750 -3.094682 -1.481825  -0.08
C11 -2.717998 -1.672888 -0.023963  0.01
C12 -2.302431 -2.002214 -1.379484  -0.18
N1 1.400926 0.799098 3.966819  0.23
N2 1.664061 1.166423 1.701094  0.04
N3 -0.915093 1.796931 -2.802155  0.08
C13 -2.768729 -1.201046 -2.595915  -0.19
C14 1.494364 0.578206 0.379365  -0.08
C15 0.526540 2.267706 -2.777693  -0.03
H1 3.020355 2.864726 0.958856  0.17
H2 -0.768143 -4.067482 1.577652  0.11
H3 -0.318875 -4.632699 -0.610218  0.12
H4 -2.292339 -2.185480 2.149044  0.08
H5 -1.312071 -3.464682 -2.549847  0.14
H6 -3.373056 -0.746354 0.092153  0.12
H7 1.103186 0.158477 4.621423  0.16
H8 -1.769997 2.344049 -2.627231  0.15
H9 -3.820824 -1.198421 -2.633719  0.12
H10 -2.540253 -1.789226 -3.475063  0.13
H11 2.473563 0.523191 -0.126986  0.16
H12 1.061799 -0.364395 0.384141  0.11
H13 1.102151 1.612710 -3.434992  0.12
H14 0.635740 3.262204 -3.216114  0.12

Cartesian forces, eV/Å:
0.869 0.840 0.990
-1.312 -2.914 -1.525
0.058 -1.079 0.785
-3.182 -3.343 1.104
-1.611 -0.904 0.215
1.018 3.776 0.075
1.660 0.638 -3.171
0.659 1.298 2.355
-1.146 -0.353 -2.130
0.354 1.156 -2.072
1.740 2.753 -1.395
0.801 -1.152 -2.266
-0.383 1.697 1.181
1.077 0.703 -0.443
1.039 -2.622 -0.794
-0.068 0.509 -2.722
-0.842 0.207 -3.281
0.523 0.246 0.051
-0.887 0.251 2.870
1.904 3.418 -0.870
1.895 -0.080 -1.092
0.441 -0.384 0.634
-0.045 -4.009 1.208
0.941 3.098 0.208
-2.080 -0.733 1.554
-0.886 -1.936 1.399
-0.777 0.184 0.869
-0.578 0.883 0.363
-0.917 0.816 0.840
0.480 0.480 1.580
0.931 -1.439 0.148
-0.493 -1.150 2.182
1.263 0.006 0.051
-1.503 0.305 0.314
0.909 0.292 -0.580
-0.508 0.303 -0.025
-0.986 -1.541 0.446
-0.096 -0.204 0.389
-0.260 -0.018 0.555

Its lowest unoccupied orbital energy is 0.099 eV. For the orbital gap, the calculation gives 0.3424 Eh. As for the charge: 0. The value obtained for the molar mass is 351.290 g mol⁻¹. The spin multiplicity is 1.

=====

Density functional theory data (the ωB97M-V functional and the def2-TZVPD basis) for an isolated molecule of C15H14FNO3 in a non-equilibrium geometry.

Last column: Löwdin charge in e.
Atoms and positions in Å:
C1 0.341100 2.931178 2.719073  -0.11
C2 -0.853638 3.176407 1.765450  -0.22
C3 -0.426077 3.848760 0.429039  -0.23
N1 -1.039615 3.228276 -0.743245  0.00
C4 -0.594931 1.867252 -0.933684  -0.17
C5 0.698820 1.645111 -1.139804  0.08
C6 1.253263 0.270564 -1.336538  -0.30
O1 2.349750 0.054770 -1.802996  0.11
C7 0.333755 -0.878046 -0.948712  -0.08
C8 0.909351 -2.119221 -0.784054  0.04
C9 0.105087 -3.195762 -0.450702  -0.18
C10 0.677986 -4.597384 -0.227088  -0.03
C11 2.053655 -4.791716 -0.829813  -0.43
O2 2.287809 -5.544700 -1.729406  0.16
F1 3.099503 -4.096925 -0.296312  0.09
C12 -1.249571 -2.977348 -0.319622  -0.03
C13 -1.842456 -1.740602 -0.465226  0.01
C14 -1.030833 -0.668291 -0.773975  -0.09
C15 -1.599820 0.730268 -0.927365  -0.26
O3 -2.790185 0.916301 -1.004048  0.13
H1 0.834677 1.970948 2.525757  0.07
H2 -0.063985 2.874957 3.738992  0.07
H3 1.079085 3.740930 2.667025  0.07
H4 -1.566681 3.853711 2.252384  0.10
H5 -1.369421 2.224353 1.588061  0.10
H6 0.678346 3.887818 0.411706  0.10
H7 -0.773272 4.891460 0.456383  0.12
H8 -0.818685 3.751643 -1.582101  0.12
H9 1.414343 2.467258 -1.173205  0.13
H10 1.983935 -2.190352 -0.931016  0.13
H11 -0.014328 -5.362545 -0.582761  0.13
H12 0.764665 -4.731275 0.864925  0.14
H13 -1.915049 -3.810726 -0.087039  0.12
H14 -2.916584 -1.627071 -0.350083  0.13

Cartesian forces, eV/Å:
-0.703 -0.070 0.138
0.457 0.245 -0.117
-0.227 0.267 0.673
-0.155 -0.700 -0.049
-0.128 0.616 -0.012
0.718 -0.833 -0.110
-0.661 -0.292 -0.065
-0.125 0.307 0.270
0.498 0.884 -0.133
0.226 -0.042 -0.098
0.688 -0.417 -0.181
0.274 0.969 0.940
0.292 -1.502 -1.477
-0.223 0.826 0.898
-0.964 -0.063 0.250
-1.111 -0.814 0.328
-0.057 0.031 -0.082
0.121 1.063 -0.221
0.099 -0.261 0.290
0.252 0.100 0.026
0.019 0.273 -0.151
0.356 0.049 -0.130
-0.162 -0.177 0.078
0.046 -0.327 -0.057
0.013 0.254 -0.073
-0.191 -0.141 -0.267
0.170 -0.231 -0.133
-0.098 0.074 0.068
-0.132 -0.198 -0.078
-0.217 -0.085 0.025
0.380 0.069 -0.231
0.070 -0.030 -0.263
0.274 0.042 -0.019
0.202 0.113 -0.035

Its lowest unoccupied orbital energy is -1.178 eV. For the orbital gap, the calculation gives 0.3096 Eh. As for the charge: 0. The calculation puts the energy above the lowest of the compared OMol25 structures with the same formula, charge and spin at 8.19 kcal per mole. The value obtained for the molar mass is 275.279 g mol⁻¹. The spin multiplicity is 1.

=====

Density functional theory data (the ωB97M-V functional and the def2-TZVPD basis) for C15H14FeN5O as an isolated structure in a non-equilibrium geometry.

Last column: Löwdin charge in e.
Atoms and positions in Å:
Fe1 0.010678 0.389188 -0.481732  0.90
O1 1.434068 -1.558523 2.588512  0.18
C1 1.296913 -0.766969 1.708491  -0.41
N1 0.159480 -0.795310 0.857770  -0.05
C2 -1.052811 -1.467560 1.297984  -0.09
C3 -2.157258 -0.476069 1.102032  -0.22
C4 -3.392580 -0.577099 1.703446  0.03
C5 -4.329695 0.417177 1.457185  0.01
C6 -3.996349 1.479141 0.623317  -0.01
C7 -2.744446 1.507015 0.055743  -0.07
N2 -1.828889 0.542943 0.286911  0.01
C8 2.203577 0.338669 1.346809  -0.18
C9 3.362137 0.604115 2.030059  0.06
C10 4.109809 1.714009 1.636764  0.03
C11 3.655511 2.490291 0.584845  0.00
C12 2.475721 2.143257 -0.052894  -0.06
N3 1.751747 1.079743 0.321488  0.02
H1 -0.972530 -1.844846 2.314754  0.15
H2 -1.212756 -2.320539 0.627763  0.15
H3 -3.617338 -1.412033 2.352601  0.14
H4 -5.308893 0.366967 1.915151  0.13
H5 -4.697056 2.276127 0.420293  0.13
H6 -2.445730 2.313441 -0.602753  0.13
H7 3.662587 -0.037505 2.847522  0.15
H8 5.029051 1.965067 2.149167  0.14
H9 4.203607 3.361277 0.254975  0.13
H10 2.101689 2.725091 -0.885562  0.13
N4 0.895142 -2.228728 -3.489807  0.12
C13 -0.318351 -1.771040 -3.958609  -0.02
C14 -0.755747 -0.884551 -3.038214  -0.08
N5 0.179892 -0.801860 -2.011076  -0.04
C15 1.163351 -1.633168 -2.331580  -0.11
H11 1.490296 -2.902100 -3.950338  0.19
H12 -0.745816 -2.111010 -4.885756  0.14
H13 -1.666899 -0.310319 -3.037526  0.12
H14 2.057888 -1.814290 -1.757734  0.15

Cartesian forces, eV/Å:
0.331 -1.138 1.676
0.290 -0.057 0.529
-1.192 -0.556 -0.792
0.871 0.658 0.433
0.094 -0.072 -0.804
0.168 -0.410 0.266
-0.280 0.240 -0.136
0.045 -0.132 0.037
0.022 0.022 0.025
0.095 0.071 -0.151
-0.449 0.118 -0.767
0.070 -0.061 0.079
0.195 0.181 -0.049
-0.048 -0.114 0.054
-0.035 0.059 -0.008
-0.043 0.033 -0.156
0.309 0.324 -0.686
0.124 0.108 0.063
-0.199 -0.132 0.224
0.041 0.006 0.011
0.014 0.025 0.009
0.015 -0.004 -0.012
-0.009 0.003 -0.003
-0.055 -0.010 -0.002
-0.006 0.000 -0.007
-0.014 -0.003 -0.022
0.012 0.014 -0.006
-0.180 0.140 0.005
0.146 -0.093 -0.008
-0.155 0.139 0.058
-0.515 0.752 -0.176
0.351 -0.098 0.223
0.017 -0.024 0.018
-0.005 0.004 0.025
0.017 -0.006 0.024
-0.044 0.011 0.024

Its lowest unoccupied orbital energy (alpha / beta) is -8.960 / -8.132 eV. For the orbital gap (alpha / beta), the calculation gives 0.2607 / 0.2938 Eh. As for the charge: +2. The value obtained for the molar mass is 336.156 g mol⁻¹. The spin multiplicity is 2.